This record from the Open Molecules 2025 dataset describes C3H6N2O in the gas phase. The level of theory is ωB97M-V/def2-TZVPD.

HOMO level ... -9.54 eV
E ... -302.6470 a.u.
Charge ... 0
Relative energy (zero: lowest compared OMol25 entry of this formula, charge and spin) ... 120.9 kJ/mol
Orbital gap ... 0.370 Eh

Each line ends with the Mulliken charge.
Element x y z (Å)
C1 -0.430 1.788 0.083  -0.893
N1 -0.223 0.542 0.776  -0.475
C2 0.098 -0.514 0.134  0.494
N2 0.294 -0.724 -1.198  -0.397
C3 0.261 -1.692 1.051  0.068
O1 0.573 -2.807 0.710  -0.511
H1 -1.219 1.720 -0.681  0.318
H2 -0.737 2.536 0.819  0.270
H3 0.489 2.151 -0.401  0.323
H4 0.589 -1.636 -1.516  0.235
H5 0.248 0.023 -1.872  0.194
H6 0.055 -1.386 2.093  0.375